1.
{
  "formula": "C4H11N3O2",
  "method": "ωB97M-V/def2-TZVPD",
  "de_lowest_kcal_mol": 71.5,
  "multiplicity": 2,
  "mol_weight_g_mol": 133.15,
  "e_lumo_ev": [-3.71, -8.11],
  "homo_ev": [-13.99, -13.96],
  "charge": 1,
  "homo_lumo_gap_ev": [10.28, 5.85],
  "elements": ["C", "C", "N", "N", "N", "H", "H", "H", "H", "H", "H", "H", "H", "C", "C", "O", "O", "H", "H", "H"],
  "xyz": [[1.100375, -1.618649, 1.123699], [1.912311, -0.426492, -0.922849], [1.756305, 0.708893, -1.686562], [1.056472, -0.453148, 0.186431], [2.712573, -1.449866, -1.295813], [0.720816, 1.055595, -1.710716], [2.506075, 0.887315, -2.385965], [0.950149, 0.402967, 0.703788], [3.159209, -2.059617, -0.633638], [-0.972345, -0.351665, -0.569648], [0.573886, -2.498099, 0.848574], [0.641829, -1.624854, 2.131367], [2.272062, -1.877013, 1.265435], [-3.234463, 1.575911, 0.553988], [-1.821785, 1.144856, 0.238069], [-0.698884, 1.495594, 0.699165], [-1.842805, -0.013853, -0.321883], [-3.694103, 2.209719, -0.154163], [-3.175621, 2.178517, 1.400220], [-3.922055, 0.713889, 0.530500]],
  "forces_ev_per_angstrom": [[3.3, -0.7, 0.6], [-2.2, 2.0, 1.7], [-0.8, -1.7, 0.5], [1.9, -2.5, -0.2], [-0.4, 0.6, -1.3], [3.1, -0.1, -0.1], [-1.5, 0.0, 0.4], [-0.7, 0.9, -0.6], [0.2, 0.0, 0.9], [0.2, 0.2, 0.5], [-0.1, -0.8, -1.7], [0.4, 1.9, -0.4], [-2.8, 0.3, 0.0], [0.6, -0.7, -1.0], [2.7, 0.3, 3.0], [-3.0, 1.3, -1.1], [-1.2, -2.4, -2.6], [0.0, 0.9, -1.4], [-0.3, 0.5, 1.9], [0.6, 0.2, 0.7]],
  "lowdin_charge": [-0.040, -0.370, 0.190, 0.012, 0.328, 0.181, 0.152, 0.114, 0.085, 0.097, 0.069, 0.108, 0.134, 0.049, -0.508, 0.006, 0.120, 0.082, 0.076, 0.116]
}

2.
{
  "formula": "C4H8N4",
  "method": "ωB97M-V/def2-TZVPD",
  "de_lowest_kcal_mol": 125.1,
  "multiplicity": 3,
  "mol_weight_g_mol": 112.14,
  "e_lumo_ev": [0.82, -0.20],
  "homo_ev": [-7.48, -7.97],
  "charge": 0,
  "homo_lumo_gap_ev": [8.30, 7.77],
  "elements": ["C", "C", "C", "C", "N", "N", "N", "N", "H", "H", "H", "H", "H", "H", "H", "H"],
  "xyz": [[1.679065, -0.020839, -0.083653], [-1.173714, 0.033555, -0.276711], [2.937963, 0.112435, 0.371186], [-3.927752, 0.214438, 0.485396], [0.876052, -1.093512, 0.462944], [1.077256, 0.730066, -1.108216], [-0.581772, -0.941196, 0.384628], [-0.324658, 0.869878, -0.863229], [3.410730, 0.974742, 0.146242], [3.370946, -0.537067, 1.091503], [-3.956856, 0.533923, -0.566236], [-3.913499, -0.812356, 0.514793], [1.132692, -1.642758, 1.233778], [1.473020, 1.715189, -1.124606], [-1.231956, -1.706297, 0.803167], [-0.847522, 1.569799, -1.470985]],
  "forces_ev_per_angstrom": [[0.0, -2.0, 2.2], [0.7, -0.4, 0.2], [-2.4, -1.2, -0.2], [-0.4, 1.4, -2.2], [-1.7, 1.1, -2.8], [0.5, 1.3, 0.4], [-0.8, -1.7, 0.9], [-2.5, 2.2, -1.5], [1.9, 2.4, -1.0], [0.0, -0.5, 0.4], [0.0, 1.1, 0.9], [0.1, -2.4, 1.4], [0.8, 0.0, 1.1], [-0.4, -1.8, 0.1], [2.3, 1.8, -1.0], [1.8, -1.3, 1.0]],
  "lowdin_charge": [-0.369, -0.198, 0.033, 0.093, 0.052, 0.040, -0.044, -0.073, 0.005, 0.045, -0.057, -0.110, 0.103, 0.160, 0.168, 0.152]
}

3.
{
  "formula": "CH3BCl2",
  "method": "ωB97M-V/def2-TZVPD",
  "de_lowest_kcal_mol": 22.2,
  "mol_weight_g_mol": 96.75,
  "e_lumo_ev": 0.58,
  "homo_ev": -10.83,
  "charge": 0,
  "homo_lumo_gap_ev": 11.41,
  "elements": ["B", "C", "Cl", "Cl", "H", "H", "H"],
  "xyz": [[-0.253349, 0.064980, 0.864203], [0.224350, 0.234467, -0.622481], [0.840785, -1.446188, -0.209954], [-0.980684, 0.078936, -1.920833], [0.434082, 0.356828, 1.656634], [-1.415330, -0.215715, 1.199821], [1.150146, 0.926692, -0.967391]],
  "forces_ev_per_angstrom": [[-2.7, -0.5, -1.6], [1.3, 1.3, -0.9], [0.2, -0.2, 0.0], [0.4, 0.3, 0.3], [2.1, 0.9, 2.1], [1.1, 0.0, -0.8], [-2.4, -1.9, 0.9]],
  "lowdin_charge": [-0.387, -0.983, 0.676, 0.542, -0.024, 0.056, 0.120]
}

4.
{
  "formula": "C31H26BrIN3PPt",
  "method": "ωB97M-V/def2-TZVPD",
  "de_lowest_kcal_mol": 0.0,
  "multiplicity": 3,
  "mol_weight_g_mol": 873.43,
  "e_lumo_ev": [-5.25, -7.89],
  "homo_ev": [-13.26, -13.70],
  "charge": 2,
  "homo_lumo_gap_ev": [8.01, 5.81],
  "elements": ["Pt", "I", "C", "C", "C", "C", "C", "C", "C", "C", "C", "P", "C", "C", "C", "C", "C", "C", "C", "C", "C", "C", "C", "C", "C", "H", "H", "H", "H", "H", "H", "H", "H", "H", "H", "H", "H", "H", "H", "H", "H", "C", "C", "C", "C", "C", "Br", "N", "C", "H", "H", "H", "H", "H", "H", "N", "C", "C", "C", "N", "H", "H", "H", "H"],
  "xyz": [[-0.063705, -1.567282, -0.747052], [2.605281, -1.570142, -1.182424], [3.423557, 0.367488, -0.888948], [4.796071, 0.280156, -0.860285], [5.613273, 1.444718, -0.779818], [4.970713, 2.643899, -0.780754], [3.550758, 2.740648, -0.847360], [2.996131, 4.041855, -0.921347], [1.652572, 4.255541, -0.983642], [0.834256, 3.138075, -0.892481], [1.284242, 1.841389, -0.866362], [-0.181270, 0.737434, -0.843123], [-1.080406, 1.350734, 0.619083], [-2.359387, 1.873115, 0.574854], [-2.961761, 2.364059, 1.719010], [-2.322855, 2.202628, 2.943441], [-1.058969, 1.634341, 3.001538], [-0.428061, 1.240896, 1.834294], [-1.076866, 1.180864, -2.367912], [-0.413846, 1.696516, -3.463609], [-1.078274, 1.955541, -4.652433], [-2.439985, 1.722154, -4.767918], [-3.111558, 1.151219, -3.707046], [-2.421673, 0.854584, -2.534561], [2.699851, 1.593207, -0.895336], [5.275075, -0.694270, -0.961965], [6.673499, 1.345960, -0.826160], [5.503131, 3.570007, -0.821535], [3.686090, 4.879002, -0.953950], [1.259862, 5.252551, -1.068891], [-0.238764, 3.312981, -0.937129], [-2.868832, 2.038449, -0.379392], [-3.928032, 2.829593, 1.658120], [-2.837783, 2.554600, 3.852200], [-0.578123, 1.533003, 3.965097], [0.588431, 0.828202, 1.859606], [0.639807, 2.001276, -3.382369], [-0.505475, 2.341376, -5.486076], [-2.968196, 1.990596, -5.669120], [-4.176407, 0.976643, -3.789212], [-2.949655, 0.383816, -1.716857], [0.287143, -2.231705, 5.023551], [-0.606495, -2.051592, 3.828217], [-1.989525, -1.984847, 3.925434], [-2.793601, -1.897586, 2.799117], [-2.170600, -1.807528, 1.572080], [-3.072016, -1.879236, -0.091404], [-0.835343, -1.766195, 1.457280], [-0.075531, -1.881612, 2.562297], [-0.225151, -2.022839, 5.982743], [1.174159, -1.614893, 4.972518], [0.611025, -3.282753, 5.015933], [-2.463053, -2.076385, 4.909459], [-3.859250, -1.939922, 2.871630], [1.015196, -1.845879, 2.420906], [-0.991752, -4.542003, -0.545622], [-0.730132, -5.826319, -0.842265], [0.475394, -5.851484, -1.529336], [0.859072, -4.526580, -1.582294], [-0.028081, -3.715601, -0.994314], [-1.845969, -4.141786, -0.187984], [-1.452349, -6.614789, -0.630518], [0.978795, -6.705558, -1.933369], [1.735335, -4.110334, -2.056210]],
  "forces_ev_per_angstrom": [[-0.3, 0.0, 0.6], [0.4, 0.4, 0.2], [0.3, -0.3, -0.2], [0.1, 0.2, 0.0], [-1.4, -0.5, -0.3], [-0.4, -0.4, -0.3], [0.0, 0.2, 0.0], [0.3, 0.2, -0.1], [0.7, -0.1, 0.2], [-0.9, 0.2, -0.4], [0.3, -0.5, -0.1], [-0.2, 0.4, -0.1], [0.0, -0.3, -0.5], [-0.4, 0.8, -0.9], [0.3, -0.5, 0.4], [-0.7, 0.4, 0.3], [0.0, 0.1, 0.2], [0.6, -0.3, 0.3], [-0.2, -0.5, 0.1], [1.1, 0.8, -0.2], [0.2, 0.0, -0.1], [0.3, 0.1, -0.1], [0.0, 0.0, 0.5], [-0.5, -0.2, 0.2], [0.0, 0.0, 0.5], [-0.1, 0.3, 0.2], [0.5, 0.0, 0.1], [0.4, 0.3, 0.1], [-0.1, -0.1, 0.0], [-0.2, 0.1, 0.0], [0.1, 0.0, 0.2], [0.2, -0.2, 0.4], [-0.2, 0.1, 0.0], [0.5, -0.2, -0.5], [0.2, 0.0, 0.0], [-0.3, 0.2, 0.1], [-0.5, -0.3, -0.1], [-0.1, 0.1, 0.0], [0.0, -0.1, -0.1], [0.0, -0.2, 0.1], [-0.1, 0.0, -0.1], [-0.4, -0.5, 0.3], [-0.1, 0.7, 0.2], [-0.3, -0.4, 0.5], [0.2, 0.0, -0.3], [1.2, -0.1, 0.2], [-0.2, 0.2, 0.2], [0.1, -0.3, -0.1], [0.4, 0.0, -0.7], [0.2, -0.2, -0.6], [0.2, 0.2, -0.1], [0.0, 0.3, 0.3], [0.2, 0.1, -0.4], [-0.4, 0.1, 0.0], [-0.6, 0.0, -0.1], [-0.1, -0.1, 0.0], [-0.2, -0.1, -0.4], [-0.7, -0.1, 0.5], [0.4, 0.8, -0.3], [-0.1, -0.6, -0.1], [0.0, -0.1, 0.1], [0.4, 0.3, 0.1], [0.1, -0.1, 0.0], [0.0, -0.1, 0.0]],
  "lowdin_charge": [0.685, 1.180, -0.544, -0.153, -0.026, 0.002, -0.137, 0.010, -0.022, -0.097, -0.290, 0.886, -0.387, -0.088, -0.047, -0.052, -0.063, -0.118, -0.371, -0.085, -0.047, -0.048, -0.050, -0.126, -0.177, 0.089, 0.116, 0.121, 0.131, 0.124, 0.120, 0.106, 0.115, 0.127, 0.116, 0.115, 0.119, 0.119, 0.119, 0.118, 0.033, -0.019, -0.236, 0.020, -0.049, -0.702, 0.901, -0.098, -0.082, 0.102, 0.084, 0.103, 0.144, 0.119, 0.139, -0.011, -0.034, -0.017, -0.180, -0.191, 0.073, 0.144, 0.117, 0.054]
}

5.
{
  "formula": "C14H18BN7O2Sn",
  "method": "ωB97M-V/def2-TZVPD",
  "de_lowest_kcal_mol": 19.7,
  "mol_weight_g_mol": 445.87,
  "e_lumo_ev": 0.58,
  "homo_ev": -7.62,
  "charge": 0,
  "homo_lumo_gap_ev": 8.20,
  "elements": ["H", "N", "B", "N", "C", "Sn", "H", "C", "H", "C", "H", "C", "H", "H", "H", "N", "N", "N", "N", "C", "C", "H", "H", "C", "C", "C", "C", "H", "H", "H", "H", "H", "O", "C", "C", "C", "C", "O", "N", "H", "H", "H", "H"],
  "xyz": [[0.823007, 3.713512, -0.109081], [0.530671, 2.042836, -1.437103], [0.179774, 0.401449, -3.402720], [0.528479, 1.852478, -2.804462], [0.805355, 3.043745, -3.381249], [0.884831, 0.527073, 0.027729], [0.883234, 3.177308, -4.471626], [1.005101, 3.984390, -2.357508], [1.316957, 4.998553, -2.485723], [0.792751, 3.341110, -1.138197], [0.226709, 0.481809, -4.593526], [-1.782357, -2.301428, 1.979485], [-1.229537, -2.905496, 2.763073], [-1.026523, -1.565962, 1.516635], [-2.168617, -2.895765, 1.107417], [-1.289035, -0.012816, -3.019908], [1.249641, -0.647541, -2.941735], [-1.678311, -0.213144, -1.739471], [1.596198, -0.761951, -1.619648], [-2.338975, -0.187025, -3.859644], [1.896566, -1.616255, -3.643756], [-2.181166, -0.065256, -4.928818], [1.802528, -1.712570, -4.716043], [-3.442417, -0.524385, -3.105631], [2.611922, -2.386518, -2.731323], [-2.993059, -0.533579, -1.765227], [2.368819, -1.863411, -1.463208], [-4.431534, -0.728984, -3.477658], [3.235607, -3.210120, -3.020888], [-3.554060, -0.742498, -0.866756], [2.685316, -2.261732, -0.503290], [-2.521251, -1.733349, 2.519093], [1.043550, 2.420256, 2.277975], [2.085276, 1.788467, 2.387320], [2.920641, 1.616853, 3.667923], [3.618228, 0.283371, 3.462200], [3.021881, -0.259764, 2.162276], [2.776409, -1.434154, 1.906584], [2.590444, 0.872376, 1.432151], [3.665130, 2.415819, 3.755604], [2.297061, 1.669448, 4.571924], [4.684548, 0.473483, 3.330453], [3.533711, -0.422533, 4.289057]],
  "forces_ev_per_angstrom": [[0.0, -0.4, -0.5], [0.3, 0.9, -0.8], [-0.6, 0.3, -0.1], [0.2, 0.3, 1.1], [0.2, -0.2, 0.6], [-2.4, -1.7, 1.8], [-0.2, -0.3, 0.8], [-0.1, 0.0, -0.3], [-0.1, 0.3, -0.1], [0.1, -0.9, -1.6], [0.1, 0.1, -0.1], [2.1, 0.1, -0.7], [-0.6, 0.4, -1.2], [-1.1, -1.0, 0.8], [0.1, 0.4, 1.2], [0.3, 0.1, 0.4], [0.7, 0.0, 0.6], [-0.6, -0.2, 0.3], [0.2, -0.9, -0.5], [0.4, 0.0, -0.2], [-0.4, 0.5, 1.2], [-0.2, -0.1, 0.3], [-0.1, 0.1, 0.2], [0.0, 0.0, 0.1], [-0.1, -0.1, -0.7], [1.5, 0.5, -1.1], [-0.3, 0.6, -1.1], [0.0, 0.0, 0.0], [0.0, -0.2, 0.2], [0.2, 0.0, 0.0], [-0.1, 0.6, -0.1], [-0.5, 0.1, -0.2], [1.1, 0.2, -0.6], [0.4, -1.2, 0.5], [-0.3, 0.5, 0.3], [0.4, -0.5, 0.1], [-0.6, 0.3, 0.5], [0.8, 1.4, -0.4], [-0.3, 0.2, 0.1], [-0.3, 0.1, -0.1], [0.0, -0.1, -0.4], [0.0, -0.3, -0.2], [-0.2, 0.0, -0.1]],
  "lowdin_charge": [0.118, -0.169, -0.464, 0.003, -0.044, 1.347, 0.136, -0.057, 0.090, -0.108, 0.109, -0.072, 0.029, -0.021, 0.025, -0.073, -0.013, 0.019, -0.129, -0.108, -0.043, 0.113, 0.126, -0.087, -0.056, -0.139, -0.105, 0.084, 0.095, 0.095, 0.109, -0.006, -0.013, -0.527, -0.093, -0.101, -0.494, 0.026, -0.084, 0.119, 0.124, 0.118, 0.120]
}

6.
{
  "formula": "C23H27N5O4",
  "method": "ωB97M-V/def2-TZVPD",
  "de_lowest_kcal_mol": 10.7,
  "mol_weight_g_mol": 437.50,
  "e_lumo_ev": -0.43,
  "homo_ev": -7.97,
  "charge": 0,
  "homo_lumo_gap_ev": 7.55,
  "elements": ["H", "N", "C", "C", "C", "O", "N", "C", "C", "C", "C", "C", "O", "C", "C", "C", "O", "N", "C", "C", "C", "C", "C", "C", "N", "C", "N", "C", "C", "C", "C", "C", "O", "H", "H", "H", "H", "H", "H", "H", "H", "H", "H", "H", "H", "H", "H", "H", "H", "H", "H", "H", "H", "H", "H", "H", "H", "H", "H"],
  "xyz": [[1.119928, -1.795713, 0.303735], [1.354685, -0.855260, 0.018365], [0.412424, 0.000947, -0.037173], [0.695265, 1.373305, -0.426858], [2.073567, 1.892446, -0.721836], [2.247333, 3.076316, -0.968574], [3.062401, 0.984172, -0.726970], [4.439972, 1.367533, -0.872118], [5.187033, 1.318068, 0.471847], [6.627405, 1.854560, 0.346317], [7.474642, 0.770550, 1.014138], [6.606738, -0.466544, 0.789786], [5.280281, -0.017899, 0.953821], [-0.310362, 2.281461, -0.526263], [-1.651950, 1.935137, -0.246713], [-2.709762, 2.890909, -0.367159], [-2.622285, 4.047752, -0.717268], [-4.009043, 2.365349, -0.023982], [-5.072058, 3.210092, -0.114966], [-6.325339, 2.799293, 0.194892], [-6.529664, 1.471040, 0.625016], [-5.478570, 0.606718, 0.726865], [-5.622485, -0.803197, 1.191626], [-4.166399, 1.061773, 0.386485], [-3.168737, 0.216045, 0.470644], [-1.931012, 0.625868, 0.158432], [-0.934202, -0.294174, 0.259180], [-1.338341, -1.626445, 0.668851], [-1.958004, -2.433812, -0.493358], [-0.942613, -2.867623, -1.554588], [-0.468199, -4.214355, -1.011606], [-1.737859, -4.749842, -0.347067], [-2.527029, -3.626266, 0.019783], [2.827383, 0.046076, -0.401440], [4.928429, 0.692710, -1.582272], [4.457405, 2.390331, -1.257985], [4.602253, 1.878259, 1.210959], [6.738790, 2.826140, 0.820899], [6.894320, 1.950591, -0.706818], [8.465703, 0.673281, 0.577462], [7.571223, 0.964437, 2.082567], [6.778554, -1.264800, 1.513196], [6.759218, -0.864444, -0.225206], [-0.080057, 3.294787, -0.821466], [-4.820405, 4.206704, -0.447479], [-7.154306, 3.482123, 0.114910], [-7.526716, 1.142093, 0.875791], [-6.669832, -1.078051, 1.275844], [-5.115616, -1.479479, 0.507551], [-5.144190, -0.920011, 2.162765], [-2.108676, -1.524372, 1.435856], [-0.493956, -2.164531, 1.100422], [-2.768671, -1.829629, -0.916791], [-1.449519, -3.007908, -2.510148], [-0.139841, -2.146986, -1.689054], [0.324339, -4.079645, -0.274652], [-0.102738, -4.878606, -1.790705], [-2.317917, -5.365105, -1.046824], [-1.532950, -5.342143, 0.549342]],
  "forces_ev_per_angstrom": [[-0.2, 0.1, 0.0], [0.3, -0.6, 0.2], [-0.2, 0.0, 0.0], [-0.5, 0.7, 0.0], [0.2, -0.2, -0.1], [-0.1, 0.4, 0.0], [0.2, -0.1, 0.1], [0.1, 0.2, 0.4], [-0.2, 0.5, -0.4], [-0.1, -0.2, 0.1], [-0.2, -0.1, 0.0], [0.4, -0.1, 0.0], [-0.2, -0.1, 0.1], [0.4, -0.3, 0.0], [-0.2, -0.4, 0.1], [0.4, 0.0, -0.1], [0.0, 0.0, 0.0], [-0.1, -0.5, 0.2], [-0.7, 0.5, 0.0], [0.3, 0.2, -0.1], [0.4, -0.2, 0.0], [-0.5, 0.2, 0.0], [0.1, 0.0, 0.0], [0.1, 0.1, -0.1], [0.2, -0.3, 0.1], [-0.5, 1.0, -0.1], [0.1, 0.0, -0.1], [-0.3, -0.7, 0.1], [0.2, 0.4, -0.1], [-0.2, 0.0, 0.1], [-0.2, 0.1, 0.1], [0.1, -0.4, -0.1], [0.0, 0.2, 0.2], [-0.1, 0.1, -0.1], [0.1, 0.1, 0.0], [0.1, -0.1, 0.0], [0.1, 0.0, -0.1], [0.0, 0.1, -0.1], [0.0, 0.1, -0.1], [0.1, 0.0, 0.0], [0.0, 0.0, 0.0], [0.0, 0.0, -0.1], [0.0, 0.0, 0.1], [0.1, 0.0, 0.0], [0.0, -0.1, 0.0], [0.0, 0.1, 0.0], [-0.1, -0.1, 0.0], [-0.1, 0.0, 0.0], [0.0, -0.1, 0.0], [0.0, -0.1, 0.1], [0.2, -0.1, -0.1], [-0.1, 0.1, 0.0], [0.1, -0.1, 0.0], [0.0, 0.0, 0.0], [0.0, 0.0, -0.1], [0.1, 0.0, 0.0], [0.1, 0.0, 0.0], [0.1, 0.0, 0.1], [0.0, 0.0, -0.1]],
  "lowdin_charge": [0.047, 0.138, -0.283, -0.033, -0.453, 0.039, 0.076, -0.122, -0.308, -0.128, -0.155, -0.210, -0.104, 0.079, -0.049, -0.345, 0.087, 0.108, -0.022, -0.042, -0.011, -0.184, -0.032, -0.190, 0.171, -0.190, 0.066, -0.075, -0.311, -0.118, -0.149, -0.188, -0.100, 0.083, 0.131, 0.126, 0.154, 0.113, 0.112, 0.108, 0.112, 0.120, 0.121, 0.135, 0.131, 0.108, 0.118, 0.081, 0.078, 0.091, 0.126, 0.123, 0.139, 0.121, 0.103, 0.104, 0.113, 0.120, 0.120]
}